A) 15
Properties=species:S:1:pos:R:3 method="wB97M-V/def2-TZVPD" gap_ev=9.06 homo_energy_ev=-8.44 multiplicity=1 molar_mass_da=132.3 e_lumo_ev=0.62 smiles=C1C[C@H]2SC[C@@H]1S2
C 0.60504 -0.99802 -1.27506
C -0.99260 -0.72129 -1.28873
C -0.98019 0.51133 -0.24572
S -1.03842 -0.28825 1.31558
C 0.82380 -0.89228 1.11302
C 1.26287 -0.24147 -0.14779
S 0.68267 1.53558 -0.36172
H 0.89755 -0.52714 -2.37176
H 1.06594 -2.17966 -1.17416
H -1.25480 -0.34254 -2.25101
H -1.90306 -1.32804 -0.84282
H -1.83921 1.04045 -0.22890
H 1.42563 -0.49473 1.93823
H 0.75391 -2.01850 1.04265
H 2.23245 -0.05675 -0.30841

=====

B) 15
Properties=species:S:1:pos:R:3 method="wB97M-V/def2-TZVPD" gap_ev=7.55 homo_energy_ev=-8.00 multiplicity=1 molar_mass_da=132.3 e_lumo_ev=-0.45
C -2.32968 0.05802 0.51871
C 2.61310 0.57899 -0.44629
C 1.27880 -0.22157 -0.09398
C 1.04584 1.12949 -0.54109
C -3.01321 -1.30271 0.62536
S -1.45884 1.38952 0.72037
S -1.48230 -1.31271 -0.12857
H 3.37803 0.85922 0.27429
H 3.04654 0.34756 -1.28870
H 1.08183 -1.08491 -0.82319
H 1.09208 -0.46775 0.99977
H 0.95225 1.10970 -1.70653
H -3.03710 -1.54522 1.69359
H 0.79300 1.95899 0.15039
H -3.96034 -1.49662 0.04586

=====

C) 15
Properties=species:S:1:pos:R:3 method="wB97M-V/def2-TZVPD" gap_ev=8.57 homo_energy_ev=-8.64 multiplicity=1 molar_mass_da=132.3 e_lumo_ev=-0.07 smiles="C/C=C/SC(C)=S"
C -3.14327 0.66650 0.08358
C -1.93142 -0.24530 0.09118
C -0.67560 0.05626 -0.32899
S 0.61499 -1.07843 -0.26848
C 1.98639 0.02799 -0.04672
C 3.25368 -0.74665 0.18376
S 2.06197 1.65519 -0.10339
H -2.71039 1.64143 -0.06812
H -3.89972 0.47507 -0.76332
H -3.68118 0.66896 1.00386
H -2.11632 -1.24673 0.41475
H -0.47020 0.88987 -0.92434
H 3.68704 -1.13930 -0.76295
H 3.07239 -1.55515 0.92753
H 3.95163 -0.06970 0.56163

=====

Which of them is the least stable? Correct choice: B).

=====

A) 15
Properties=species:S:1:pos:R:3 method="wB97M-V/def2-TZVPD" gap_ev=7.84 homo_energy_ev=-8.74 multiplicity=1 molar_mass_da=132.3 e_lumo_ev=-0.89 smiles="CCC(C=S)C=S"
C -0.16590 -1.52683 0.80058
C 0.02112 -0.94947 -0.55139
C 0.15962 0.51270 -0.74652
C -1.07984 1.28264 0.33822
S -2.63007 0.76064 0.36311
C 1.31926 1.14149 -0.19889
S 1.82771 2.66347 -0.63222
H 0.15804 -0.85123 1.61997
H -1.15772 -1.56030 1.12347
H 0.20122 -2.48028 0.69847
H -0.69463 -1.24644 -1.25789
H 1.00326 -1.25605 -1.04706
H -0.16006 0.79056 -1.78992
H -0.67607 2.21519 0.81777
H 1.87407 0.50391 0.46231

=====

B) 15
Properties=species:S:1:pos:R:3 method="wB97M-V/def2-TZVPD" gap_ev=8.18 homo_energy_ev=-8.02 multiplicity=1 molar_mass_da=132.3 e_lumo_ev=0.16
C -2.10950 -0.60976 0.72330
C -0.78464 -0.84074 0.63444
C 0.31322 1.56085 -0.10352
C 1.49688 -1.07850 -0.61162
C 0.04484 -0.55287 -0.43316
S -1.05624 2.09480 0.48491
S 1.78813 2.33218 -0.47313
H -2.71890 -0.60950 1.59272
H -2.73729 -0.51121 -0.04858
H -0.29026 -1.07892 1.57031
H 2.09690 -0.27086 -0.66192
H 1.60941 -1.84900 0.28292
H 1.35591 -1.62646 -1.59367
H -0.43630 -0.40222 -1.37063
H 1.42784 3.44221 0.00764

=====

Which of them is the least stable? Correct choice: B).

=====

A) 70
Properties=species:S:1:pos:R:3 method="wB97M-V/def2-TZVPD" gap_ev="7.52 / 7.28" homo_energy_ev="-7.83 / -8.69" multiplicity=3 s_squared=2.01 molar_mass_da=722.7 e_lumo_ev="-0.32 / -1.41"
Pd 1.10485 0.13691 0.50996
O -0.98354 -1.50049 -2.79881
C -0.35985 -1.36560 -1.75648
O -0.08943 -0.22026 -1.23229
C 0.15648 -2.62766 -1.06438
C 0.17275 -3.77908 -1.83395
C 0.71688 -4.96303 -1.36054
C 1.33507 -5.02621 -0.12379
C 1.33111 -3.87771 0.62889
C 0.64906 -2.68410 0.26765
O 0.49731 -1.76901 1.16935
N 2.12860 -3.86402 1.85386
O 2.88732 -2.90904 2.01588
O 2.05373 -4.80030 2.61277
N 0.69884 -6.16048 -2.20051
O 0.16909 -6.08227 -3.29049
O 1.22224 -7.16714 -1.75675
H -0.25362 -3.72836 -2.82608
H 1.81926 -5.92881 0.21894
N 2.30407 0.10931 2.47572
C 3.63214 0.68049 2.75429
C 4.63169 0.30705 1.66968
C 4.34304 0.97050 0.31165
C 4.06739 -0.01730 -0.80899
N 2.90047 -0.85965 -0.49067
H 1.64686 0.39963 3.19146
H 2.34253 -0.90961 2.52247
H 3.99960 0.34092 3.72682
H 3.53071 1.76722 2.80306
H 4.64321 -0.78395 1.57646
H 5.62823 0.58098 2.01844
H 5.18129 1.60220 0.01242
H 3.47651 1.63589 0.40226
H 4.95210 -0.63419 -0.99568
H 3.84351 0.52226 -1.73012
H 3.14942 -1.61488 0.14589
H 2.53723 -1.29570 -1.33225
C -4.55797 -0.01369 2.72585
Si -4.30510 0.56291 0.96606
C -5.36292 -0.42871 -0.21004
C -4.72701 2.38338 0.83550
C -2.51034 0.27806 0.48053
Te -1.07869 1.42975 1.54673
C -1.18225 3.24709 0.43652
Si -0.65862 3.34217 -1.38107
C -1.77681 2.37131 -2.50984
C 1.11986 2.78662 -1.57394
C -0.76808 5.16890 -1.78377
H -5.58912 0.15214 3.04477
H -3.90514 0.52081 3.41960
H -4.34764 -1.08129 2.82055
H -6.42329 -0.32604 0.03011
H -5.10872 -1.48959 -0.16280
H -5.21701 -0.10064 -1.24128
H -5.78734 2.54500 1.04073
H -4.52094 2.77110 -0.16511
H -4.16216 2.97690 1.55876
H -2.30398 0.44826 -0.57542
H -2.20412 -0.75369 0.67641
H -0.54318 3.93451 0.99955
H -2.20368 3.61156 0.55561
H -1.54000 1.30617 -2.48782
H -1.64115 2.72092 -3.53678
H -2.83182 2.50592 -2.25671
H 1.20265 1.70816 -1.40527
H 1.79977 3.32904 -0.91318
H 1.44724 2.95193 -2.60365
H -1.79157 5.53445 -1.67448
H -0.45863 5.35761 -2.81395
H -0.12840 5.76449 -1.12834

=====

B) 70
Properties=species:S:1:pos:R:3 method="wB97M-V/def2-TZVPD" gap_ev="8.06 / 6.19" homo_energy_ev="-8.18 / -8.20" multiplicity=3 s_squared=2.01 molar_mass_da=722.7 e_lumo_ev="-0.12 / -2.01"
Pd 0.26073 -0.46039 -0.04034
O 0.67118 -1.81816 4.03220
C 1.05401 -1.31842 2.99582
O 0.37126 -0.45497 2.28563
C 2.46079 -1.53682 2.46085
C 3.56239 -1.32975 3.24088
C 4.83381 -1.28161 2.64903
C 4.99105 -1.36308 1.28677
C 3.87469 -1.57959 0.49322
C 2.59105 -1.80015 1.06064
O 1.57900 -2.21810 0.40110
N 4.03678 -1.53268 -0.94069
O 5.14697 -1.69689 -1.40951
O 3.04415 -1.30611 -1.62879
N 6.00567 -1.05517 3.48341
O 5.83258 -0.93541 4.68193
O 7.09250 -0.98810 2.93887
H 3.46267 -1.17365 4.30648
H 5.96428 -1.23883 0.83646
N 0.12016 -1.23047 -2.12209
C -1.23652 -1.64024 -2.52874
C -1.37955 -3.14796 -2.68662
C -1.13074 -3.93589 -1.39252
C -1.94172 -3.44596 -0.19490
N -1.25715 -2.35603 0.52438
H 0.66077 -0.84960 -2.88891
H 0.65543 -2.03354 -1.78729
H -1.50896 -1.11938 -3.44518
H -1.92793 -1.32025 -1.75218
H -0.70902 -3.51214 -3.46986
H -2.40438 -3.34002 -3.01653
H -0.07261 -3.91709 -1.11034
H -1.37490 -4.98008 -1.59017
H -2.11523 -4.28015 0.48967
H -2.92069 -3.09734 -0.53396
H -0.39325 -2.72403 0.92692
H -1.81943 -2.05596 1.31518
C 0.39107 3.25902 -1.10184
Si 1.07280 2.94611 0.61858
C 2.24033 1.47324 0.48072
C 1.97446 4.47282 1.22254
C -0.21592 2.49798 1.92615
Te -1.51672 0.93926 1.29134
C -2.72488 2.33396 0.17824
Si -3.93511 1.56003 -1.04703
C -4.38824 -0.18099 -0.50253
C -3.05994 1.49708 -2.70453
C -5.46151 2.63940 -1.12616
H 1.23575 3.44327 -1.77076
H -0.26792 4.12726 -1.16396
H -0.14872 2.38747 -1.48260
H 3.28516 1.78975 0.52469
H 2.12463 0.94686 -0.47968
H 2.08729 0.76999 1.30361
H 2.65338 4.85118 0.45487
H 2.56661 4.24853 2.11220
H 1.27736 5.27410 1.47690
H -0.84179 3.33653 2.23453
H 0.30096 2.10132 2.80103
H -2.07755 3.03633 -0.34367
H -3.26696 2.89720 0.94326
H -3.48996 -0.73981 -0.23238
H -4.89822 -0.73400 -1.29436
H -5.04448 -0.16657 0.37085
H -2.07836 1.03009 -2.59828
H -2.90986 2.50372 -3.10117
H -3.63000 0.92712 -3.44212
H -6.01857 2.59184 -0.18817
H -6.13220 2.33291 -1.93190
H -5.18272 3.68100 -1.29923

=====

Which of them is the least stable? Correct choice: B).

=====

A) 59
Properties=species:S:1:pos:R:3 method="wB97M-V/def2-TZVPD" gap_ev=8.46 homo_energy_ev=-7.81 multiplicity=1 molar_mass_da=429.5 e_lumo_ev=0.64 smiles="COC(=O)C1CCN(Cc2cn(Cc3ccccc3)nc2-c2cc3ccccc3o2)CC1"
C 4.27225 -4.15372 1.21828
O 3.84228 -2.82884 0.94158
C 4.51213 -1.84980 1.56374
O 5.42813 -2.05190 2.31695
C 3.97478 -0.48282 1.19672
C 2.49785 -0.35503 1.58658
C 1.95692 1.01038 1.14042
N 2.13448 1.27976 -0.27366
C 1.20056 0.56212 -1.12465
C -0.16083 1.16794 -1.02616
C -0.47369 2.43506 -0.58745
N -1.81476 2.56204 -0.64851
C -2.60548 3.67921 -0.20414
C -2.76978 3.64969 1.29725
C -2.37623 4.71939 2.08685
C -2.52527 4.66290 3.46250
C -3.05956 3.53317 4.05679
C -3.44768 2.45898 3.27250
C -3.30539 2.51703 1.89851
N -2.39621 1.45885 -1.08420
C -1.41894 0.58863 -1.33226
C -1.71064 -0.72464 -1.84822
C -0.90512 -1.64630 -2.45732
C -1.73652 -2.75741 -2.77482
C -1.54371 -3.99405 -3.38883
C -2.63028 -4.82968 -3.52430
C -3.89572 -4.46059 -3.06322
C -4.11361 -3.24196 -2.45140
C -3.02192 -2.39957 -2.31507
O -2.99427 -1.17123 -1.75747
C 3.52508 1.14046 -0.65047
C 4.12493 -0.22915 -0.30768
H 5.30129 -4.29552 0.88191
H 4.22444 -4.35101 2.29098
H 3.59842 -4.81263 0.67675
H 4.56422 0.25602 1.74994
H 1.93051 -1.15651 1.11066
H 2.38353 -0.45443 2.66719
H 2.48044 1.79970 1.69017
H 0.89268 1.08143 1.37441
H 1.13034 -0.51070 -0.88431
H 1.55440 0.64718 -2.15818
H 0.16273 3.22481 -0.24661
H -2.12630 4.60943 -0.52089
H -3.58135 3.58877 -0.68984
H -1.95628 5.60255 1.62635
H -2.21988 5.50176 4.07036
H -3.17273 3.48892 5.12983
H -3.86404 1.57547 3.73317
H -3.60380 1.68347 1.27916
H 0.13611 -1.54598 -2.68195
H -0.56714 -4.28222 -3.74781
H -2.50712 -5.79277 -3.99766
H -4.72127 -5.14482 -3.18951
H -5.08757 -2.94873 -2.09369
H 4.08388 1.91720 -0.11737
H 3.61766 1.33421 -1.72177
H 3.60424 -1.01326 -0.85994
H 5.17884 -0.25126 -0.59019

=====

B) 59
Properties=species:S:1:pos:R:3 method="wB97M-V/def2-TZVPD" gap_ev=8.50 homo_energy_ev=-8.15 multiplicity=1 molar_mass_da=429.5 e_lumo_ev=0.35 smiles="O=C(C(=O)N1CCc2ccccc2C1)c1cn(CC(=O)N2CCCCC2)c2ccccc12"
O -1.24652 -3.11422 1.72725
C -1.61983 -1.99993 1.41032
C -2.94108 -1.76580 0.66936
O -4.00434 -1.64662 1.24596
N -2.80830 -1.71927 -0.67439
C -3.88754 -1.25545 -1.51661
C -3.67352 0.21262 -1.92119
C -2.22533 0.63101 -1.96610
C -1.90890 1.95765 -2.23601
C -0.60006 2.39824 -2.20714
C 0.42261 1.51565 -1.90186
C 0.11853 0.19316 -1.64459
C -1.19264 -0.25679 -1.68110
C -1.53520 -1.68663 -1.35356
C -0.83800 -0.79568 1.61837
C 0.51596 -0.80972 1.89502
N 1.02552 0.43947 1.86329
C 2.39940 0.80918 2.07444
C 3.14372 0.99236 0.73621
O 3.11880 2.07873 0.18866
N 3.81022 -0.05775 0.22068
C 3.88082 -1.41431 0.71422
C 3.27244 -2.37751 -0.30780
C 4.00313 -2.25096 -1.64166
C 3.98081 -0.79870 -2.11191
C 4.54011 0.11556 -1.02465
C 0.00802 1.32129 1.56849
C 0.04530 2.70072 1.42018
C -1.14719 3.34292 1.16567
C -2.34675 2.63520 1.07823
C -2.38539 1.26446 1.20793
C -1.19009 0.58459 1.42872
H -4.81852 -1.36839 -0.95881
H -3.92515 -1.89661 -2.40331
H -4.13714 0.39138 -2.89449
H -4.17660 0.86394 -1.20166
H -2.70646 2.65290 -2.45582
H -0.37557 3.43492 -2.40637
H 1.44195 1.86433 -1.83954
H 0.90161 -0.50788 -1.39224
H -0.76135 -2.14804 -0.73882
H -1.62562 -2.27705 -2.27582
H 1.12106 -1.67118 2.10546
H 2.42067 1.78675 2.56539
H 2.88319 0.08254 2.72795
H 3.37069 -1.51626 1.66882
H 4.93820 -1.66910 0.86398
H 3.34326 -3.39773 0.07142
H 2.21439 -2.14031 -0.43910
H 3.53548 -2.89502 -2.38765
H 5.03855 -2.57761 -1.51768
H 4.57732 -0.68354 -3.01754
H 2.95765 -0.49879 -2.34328
H 4.45822 1.16358 -1.31504
H 5.59438 -0.12377 -0.84287
H 0.97188 3.24872 1.48296
H -1.15692 4.41531 1.04219
H -3.26350 3.17949 0.90550
H -3.32062 0.73100 1.16354

=====

Which of them is the least stable? Correct choice: A).